Entry 1:
{"formula": "C6H19BN2O2P", "method": "the ωB97M-V functional and the def2-TZVPD basis", "symbols": ["C", "C", "C", "N", "B", "P", "O", "H", "H", "H", "H", "H", "H", "H", "H", "H", "H", "H", "C", "C", "O", "N", "C", "H", "H", "H", "H", "H", "H", "H", "H"], "coordinates": [[3.534572, 0.608969, 1.354149], [3.710155, 1.459359, 0.063802], [3.477369, 2.971817, 0.258305], [2.156275, 3.337491, 0.779008], [1.041208, 2.939153, -0.056884], [-0.043967, 1.441899, 0.545375], [-0.538637, 1.731055, 1.963066], [4.474692, 0.583912, 1.909087], [3.299416, -0.415846, 1.034794], [2.704442, 0.927921, 1.992933], [4.751917, 1.338794, -0.263169], [3.095218, 1.010945, -0.729421], [4.217894, 3.354795, 0.971466], [3.705581, 3.467133, -0.692991], [2.033294, 3.079132, 1.749067], [0.786710, 3.472473, -1.089801], [-1.152536, 1.180958, -0.311489], [0.820086, 0.302078, 0.558600], [-3.870420, -1.245261, 0.288463], [-3.041263, -1.601669, -0.896833], [-2.769956, -0.888972, -1.816611], [-2.419592, -2.941329, -0.984739], [-3.348091, -3.971008, -1.570582], [-4.298597, -0.259284, 0.137082], [-4.680112, -1.967504, 0.415833], [-3.245949, -1.235717, 1.186061], [-2.104689, -3.245115, -0.057659], [-1.630903, -2.802888, -1.625308], [-4.223694, -4.059546, -0.933081], [-2.816957, -4.918530, -1.605422], [-3.623465, -3.655216, -2.573101]], "forces_ev_per_a": [[0.0, -0.1, -0.8], [0.2, -0.2, 0.7], [0.8, 0.2, 0.0], [-1.6, -1.1, -1.1], [0.8, 0.6, 0.3], [-0.8, 1.1, 2.8], [0.4, -0.6, -1.3], [-0.3, 0.1, 0.2], [0.2, 0.1, 0.3], [0.2, 0.1, 0.0], [-0.2, 0.0, -0.1], [-0.1, 0.5, 0.0], [0.0, -0.1, -0.1], [-0.4, 0.1, 0.1], [0.2, -0.3, 0.1], [0.4, -0.2, -0.3], [0.5, -0.3, -0.3], [-0.4, 0.0, -0.7], [0.0, -0.5, 0.0], [-0.2, 2.2, -0.8], [-0.2, -0.4, 0.4], [0.1, -0.8, 0.3], [0.0, -0.2, 0.0], [0.1, 0.0, -0.1], [0.1, 0.0, 0.2], [-0.1, 0.0, 0.0], [0.2, -0.1, -0.2], [0.1, -0.2, 0.2], [0.0, 0.0, 0.0], [0.0, 0.0, 0.0], [0.0, 0.1, 0.0]], "nbo_charge": [-0.63, -0.41, -0.22, -0.85, 0.42, 1.16, -1.10, 0.22, 0.21, 0.20, 0.22, 0.19, 0.21, 0.21, 0.40, -0.06, -0.09, -0.08, -0.74, 0.70, -0.44, -0.57, -0.42, 0.29, 0.26, 0.27, 0.45, 0.46, 0.24, 0.25, 0.25], "total_charge": 1, "e_tot_ha": -865.92464, "max_force_ha_per_bohr": 0.0617, "gap_ev": 7.273, "lumo_ha": -0.1477}

Entry 2:
{"formula": "C6H4O", "method": "the ωB97M-V functional and the def2-TZVPD basis", "symbols": ["C", "C", "C", "O", "C", "C", "C", "H", "H", "H", "H"], "coordinates": [[3.108650, -0.826075, 0.597290], [2.258987, 0.027596, 0.622481], [1.213696, 1.046798, 0.652212], [1.410089, 2.164933, 1.080451], [-0.068252, 0.600251, 0.138015], [-1.128553, 0.196343, -0.274631], [-2.410630, -0.306723, -0.757636], [3.865520, -1.580207, 0.576987], [-2.967040, 0.476343, -1.281059], [-3.017503, -0.650020, 0.086220], [-2.264966, -1.149238, -1.440327]], "forces_ev_per_a": [[-0.4, 0.4, 0.0], [0.5, -0.4, 0.0], [0.0, 0.3, 0.1], [-0.1, -0.5, -0.2], [-0.5, -0.2, -0.2], [0.5, 0.1, 0.2], [0.0, 0.0, 0.0], [-0.1, 0.1, 0.0], [0.1, -0.1, 0.1], [0.1, 0.1, -0.1], [0.0, 0.1, 0.1]], "nbo_charge": [-0.13, -0.12, 0.45, -0.46, -0.15, 0.13, -0.70, 0.24, 0.25, 0.25, 0.24], "smiles": "C#CC(=O)C#CC", "e_above_lowest_kcal_mol": 52.6, "e_tot_ha": -306.12770, "max_force_ha_per_bohr": 0.0121, "gap_ev": 9.964, "lumo_ha": -0.0098}

Entry 3:
{"formula": "C3H6O2", "method": "the ωB97M-V functional and the def2-TZVPD basis", "symbols": ["O", "C", "C", "C", "O", "H", "H", "H", "H", "H", "H"], "coordinates": [[-1.515627, 0.112525, 0.827656], [-0.845045, -0.242338, -0.366643], [0.406729, -1.019073, -0.044184], [0.492805, 0.433598, -0.449318], [0.606769, 1.512221, 0.434460], [-1.415080, 1.071669, 0.858174], [-1.707887, -0.298484, -1.023324], [0.398473, -1.291458, 1.006270], [0.940581, -1.720728, -0.686760], [1.031178, 0.605129, -1.383731], [1.223021, 1.295837, 1.138555]], "forces_ev_per_a": [[0.2, 0.2, 0.4], [-0.9, 0.2, 0.4], [0.0, -0.1, 0.2], [-0.1, 0.1, -0.2], [0.4, 0.1, 0.1], [-0.1, 0.1, 0.5], [1.1, -0.7, -1.4], [0.2, 0.1, 0.0], [-0.5, 0.2, 0.0], [-0.5, -0.1, 0.0], [0.0, 0.0, 0.0]], "nbo_charge": [-0.72, 0.04, -0.47, 0.05, -0.71, 0.48, 0.21, 0.24, 0.23, 0.19, 0.48], "smiles": "O[C@@H]1C[C@@H]1O", "e_above_lowest_kcal_mol": 56.0, "e_tot_ha": -268.31605, "max_force_ha_per_bohr": 0.0373, "gap_ev": 10.849, "lumo_ha": 0.0338}

Entry 4:
{"formula": "C3H9N3O2", "method": "the ωB97M-V functional and the def2-TZVPD basis", "symbols": ["H", "N", "N", "N", "H", "H", "C", "O", "C", "C", "O", "H", "H", "H", "H", "H", "H"], "coordinates": [[-1.212033, 0.789358, -1.195085], [-2.001102, 0.483756, -0.613809], [-2.340369, -0.722362, -0.689755], [-2.052816, -1.554016, 0.270146], [-2.537862, -2.434077, 0.309323], [-1.236198, -1.387299, 0.864908], [1.751758, -1.188796, -0.516967], [1.231481, 0.100354, -0.695639], [0.331988, 0.696057, 0.396610], [0.558309, 2.177921, 0.480079], [0.067893, -0.020665, 1.338611], [2.084292, -1.369714, 0.511906], [2.603869, -1.315344, -1.187723], [0.971368, -1.927596, -0.756442], [0.825718, 2.446042, 1.499265], [-0.355497, 2.711465, 0.213027], [1.309203, 2.514917, -0.228453]], "forces_ev_per_a": [[-1.7, 0.2, -1.0], [2.7, 0.7, 1.6], [-1.2, -1.9, -2.0], [0.4, 0.7, 0.9], [0.0, 0.0, -0.5], [-0.5, 0.4, 0.3], [-0.8, -0.8, 0.5], [-2.0, 2.6, 1.2], [4.0, -2.9, 1.1], [-1.0, 0.4, -1.1], [-0.1, 0.8, -1.2], [-0.1, 0.1, -0.1], [-0.2, 0.2, 0.0], [0.4, -0.1, 0.0], [0.0, -0.2, 0.0], [-0.1, 0.0, 0.2], [0.2, -0.2, 0.1]], "nbo_charge": [0.39, -0.66, 0.09, -0.54, 0.39, 0.40, -0.25, -0.59, 0.83, -0.73, -0.62, 0.18, 0.20, 0.17, 0.25, 0.25, 0.25], "smiles": "[H]/N=N/N.COC(C)=O", "e_above_lowest_kcal_mol": 145.5, "e_tot_ha": -434.29425, "max_force_ha_per_bohr": 0.0978, "gap_ev": 7.776, "lumo_ha": 0.0106}

> What is the formula in the first record?

C6H19BN2O2P

> Number 3 is which compound?

C3H6O2